No. 1
{
  "formula": "C30H39CoN3S",
  "method": "ωB97M-V/def2-TZVPD",
  "elements": ["Co", "S", "N", "N", "N", "C", "C", "C", "C", "C", "C", "C", "C", "C", "C", "C", "C", "C", "C", "C", "C", "C", "C", "C", "C", "C", "C", "C", "C", "C", "C", "C", "C", "C", "C", "H", "H", "H", "H", "H", "H", "H", "H", "H", "H", "H", "H", "H", "H", "H", "H", "H", "H", "H", "H", "H", "H", "H", "H", "H", "H", "H", "H", "H", "H", "H", "H", "H", "H", "H", "H", "H", "H", "H"],
  "xyz": [[0.280, 0.331, 0.079], [1.762, 0.737, 1.762], [0.615, 2.714, -1.944], [-1.609, 0.468, 3.775], [0.922, 3.635, -0.015], [-1.166, 0.596, 1.500], [-0.032, 2.209, 3.119], [2.466, 1.514, -3.136], [0.037, 4.036, -1.889], [3.459, 0.548, 1.361], [-1.439, -1.064, 0.203], [3.082, 1.161, -4.344], [-0.291, -1.794, 0.640], [0.576, 2.394, -4.395], [0.734, -1.641, -0.327], [-0.774, 3.008, -4.526], [1.243, 2.050, -5.581], [-2.745, -0.997, 0.961], [-0.075, 4.324, -0.577], [1.682, -0.300, 3.233], [3.211, 1.186, -1.881], [1.988, -2.442, -0.344], [1.176, 2.136, -3.126], [0.640, -1.136, -2.882], [-0.370, 1.682, 5.433], [-0.900, 1.106, 2.831], [0.787, 2.404, -0.601], [0.151, -0.972, -1.482], [0.271, 2.462, 4.455], [-1.326, 0.725, 5.046], [3.165, 1.071, -6.864], [2.482, 1.412, -5.575], [-0.313, -2.555, 1.910], [-1.175, -0.579, -1.130], [-2.201, 0.040, -2.020], [-2.566, -0.573, 1.971], [3.715, -0.495, 1.536], [4.076, 0.688, -4.338], [-1.628, 1.380, 0.919], [0.792, 2.279, -6.552], [-0.158, 1.777, 6.501], [0.952, 3.271, 4.755], [2.811, 0.267, -1.410], [-0.756, 4.071, -4.277], [-0.137, 4.632, -2.770], [2.490, -2.448, 0.631], [0.206, 2.901, 2.316], [2.264, 0.212, 4.006], [-0.890, 4.945, -0.178], [-1.523, 2.513, -3.900], [1.749, -3.487, -0.594], [0.661, -2.934, 2.220], [-3.451, -0.338, 0.444], [-2.864, -0.719, -2.467], [1.734, -1.173, -2.939], [2.422, 0.911, -7.650], [-0.970, -3.422, 1.766], [-1.123, 2.950, -5.565], [3.605, 0.820, 0.321], [4.274, 0.984, -2.103], [3.148, 2.023, -1.180], [2.699, -2.079, -1.093], [-2.845, 0.735, -1.464], [3.978, 1.246, 2.021], [0.313, -0.307, -3.521], [3.825, 1.885, -7.187], [0.671, -0.451, 3.616], [-0.750, -1.999, 2.755], [2.127, -1.262, 2.972], [-1.740, 0.599, -2.842], [-3.233, -1.972, 1.091], [0.251, -2.069, -3.324], [-1.895, 0.129, 5.759], [3.775, 0.168, -6.755]],
  "multiplicity": 4,
  "largest_force_ha_per_bohr": 0.136,
  "lumo_ha": [0.1652, 0.1653],
  "charge": -2,
  "s2": 3.88,
  "e_homo_ev": [1.82, 1.36]
}

***

No. 2
{
  "formula": "C19H26I3N3O9",
  "method": "ωB97M-V/def2-TZVPD",
  "elements": ["I", "I", "I", "O", "O", "O", "O", "O", "O", "O", "O", "O", "N", "N", "N", "C", "C", "C", "C", "C", "C", "C", "C", "C", "C", "C", "C", "C", "C", "C", "C", "C", "C", "C", "H", "H", "H", "H", "H", "H", "H", "H", "H", "H", "H", "H", "H", "H", "H", "H", "H", "H", "H", "H", "H", "H", "H", "H", "H", "H"],
  "xyz": [[3.475, -1.449, 0.092], [-2.164, -1.521, -2.020], [-0.239, 3.259, 1.062], [-1.615, -4.713, 1.875], [4.942, 3.957, -1.448], [-1.129, -2.058, 1.208], [-4.034, -1.662, 1.144], [-2.701, 1.972, -1.348], [2.485, 1.914, 2.111], [2.279, 4.053, -0.834], [-5.040, -0.123, -0.897], [1.284, -4.175, -2.575], [0.756, -2.527, -1.145], [3.614, 1.843, 0.149], [-2.925, 0.949, 0.666], [1.237, -2.990, -2.343], [4.682, 2.710, 0.572], [-2.256, 1.287, -0.452], [-0.860, 0.720, -0.441], [1.633, -0.452, -0.212], [4.594, 4.099, -0.079], [0.605, -1.169, -0.820], [0.175, 1.398, 0.188], [1.693, -1.923, -3.308], [1.449, 0.842, 0.258], [3.178, 4.701, 0.030], [0.206, -3.522, -0.222], [-0.060, -2.976, 1.189], [-5.243, -0.968, 1.302], [2.553, 1.595, 0.946], [-4.289, 1.367, 0.876], [-5.299, 0.295, 0.424], [-0.623, -0.529, -0.984], [-0.366, -4.134, 2.156], [-1.942, -2.542, 1.435], [-0.451, -3.732, 3.168], [-6.089, -1.614, 1.032], [5.120, 4.826, -1.823], [0.935, -4.338, -0.175], [2.603, -1.450, -2.943], [3.221, 5.775, -0.207], [0.444, -4.872, 2.135], [5.308, 4.757, 0.433], [-5.324, -0.699, 2.357], [-1.555, -5.241, 1.071], [2.703, 3.995, -1.702], [3.546, 1.674, -0.843], [-3.931, -1.801, 0.191], [5.641, 2.257, 0.305], [-4.435, 2.275, 0.284], [-4.439, 1.597, 1.932], [0.828, -2.445, 1.552], [2.789, 4.581, 1.042], [-0.725, -3.919, -0.645], [0.927, -1.161, -3.438], [1.905, -2.392, -4.264], [-2.562, 0.219, 1.264], [4.606, 2.810, 1.656], [-4.807, 0.644, -1.436], [-6.311, 0.726, 0.500]],
  "largest_force_ha_per_bohr": 0.014,
  "lumo_ha": -0.0023,
  "smiles": "CC(=O)N(C[C@@H](O)CO)c1c(I)c(C(=O)NC[C@@H](O)CO)c(I)c(C(=O)NC[C@@H](O)CO)c1I",
  "e_homo_ev": -8.83
}

***

No. 3
{
  "formula": "CH4N2O2",
  "method": "ωB97M-V/def2-TZVPD",
  "elements": ["O", "O", "N", "N", "C", "H", "H", "H", "H"],
  "xyz": [[0.197, -1.785, 0.539], [1.299, -1.229, -1.187], [0.568, -0.979, -0.235], [-0.643, 0.763, 0.855], [0.080, 0.443, -0.297], [-0.409, 0.726, -1.309], [1.229, 0.943, -0.209], [-1.448, 1.281, 0.512], [-0.875, -0.162, 1.330]],
  "largest_force_ha_per_bohr": 0.088,
  "lumo_ha": 0.0066,
  "smiles": "NC[N+](=O)[O-]",
  "e_homo_ev": -10.11
}

***

No. 4
{
  "formula": "H22O11",
  "method": "ωB97M-V/def2-TZVPD",
  "elements": ["O", "O", "O", "O", "O", "O", "O", "O", "O", "O", "O", "H", "H", "H", "H", "H", "H", "H", "H", "H", "H", "H", "H", "H", "H", "H", "H", "H", "H", "H", "H", "H", "H"],
  "xyz": [[3.316, 1.244, 3.624], [-0.676, -2.414, 1.818], [-2.454, -2.394, -1.257], [0.105, -0.130, 0.006], [3.322, 3.493, -2.290], [-4.745, 0.349, -0.229], [2.571, -2.680, -1.954], [-1.121, 3.034, -0.822], [-1.234, 0.280, -2.026], [-2.490, 1.604, 2.689], [3.517, -2.394, 0.493], [4.015, 3.853, -2.855], [-3.140, -2.895, -1.713], [-4.422, -0.558, -0.282], [-0.347, 3.310, -1.326], [4.080, -2.111, 1.223], [2.894, -3.062, -2.777], [-1.671, 0.545, -2.843], [-0.841, -2.324, 2.763], [-0.834, -0.350, -0.002], [1.612, -2.715, -2.039], [0.171, 0.636, -0.575], [3.271, 1.356, 2.668], [-1.957, 0.172, -1.397], [-1.598, 1.421, 2.372], [-4.423, 0.664, 0.622], [-0.068, -3.158, 1.755], [2.880, -1.677, 0.397], [-1.392, 3.832, -0.355], [-2.560, 1.092, 3.502], [2.814, 1.990, 3.971], [-2.093, -3.018, -0.617], [2.721, 3.058, -2.906]],
  "largest_force_ha_per_bohr": 0.020,
  "lumo_ha": 0.0058,
  "smiles": "O.O.O.O.O.O.O.O.O.O.O",
  "e_homo_ev": -10.40
}

***

No. 5
{
  "formula": "C41H10BrF19GeO5PRbS",
  "method": "ωB97M-V/def2-TZVPD",
  "elements": ["Rb", "Br", "Ge", "S", "P", "F", "F", "F", "F", "F", "F", "F", "F", "F", "F", "F", "F", "F", "F", "F", "F", "F", "F", "F", "O", "O", "O", "O", "O", "C", "C", "C", "C", "C", "C", "C", "C", "C", "C", "C", "C", "C", "C", "C", "C", "C", "C", "C", "C", "C", "C", "C", "C", "C", "C", "C", "C", "C", "C", "C", "C", "C", "C", "C", "C", "C", "C", "C", "C", "C", "H", "H", "H", "H", "H", "H", "H", "H", "H", "H"],
  "xyz": [[-0.783, 0.065, -0.660], [0.908, -3.004, 0.158], [-3.807, -3.476, 0.035], [-2.326, -2.414, 1.066], [2.615, -0.207, -0.592], [-3.187, -6.511, -1.045], [-6.846, 0.688, -0.950], [5.697, -0.838, -0.295], [-4.559, -0.734, -0.949], [6.896, -3.152, 0.197], [-5.565, -4.936, -1.969], [-3.409, -8.847, 0.241], [-5.454, -5.285, -4.631], [-6.888, -4.435, 0.832], [2.754, -5.288, 0.596], [5.433, -5.398, 0.641], [-1.554, -2.425, -2.157], [-3.379, -4.243, -6.047], [-4.881, -4.279, 2.754], [-1.449, -2.830, -4.778], [-9.142, -3.002, 0.834], [-9.142, -0.442, -0.051], [-4.339, -8.927, 2.788], [-5.061, -6.636, 4.046], [-1.594, 2.598, -0.905], [1.176, 1.935, -0.997], [2.751, 4.220, -0.016], [-1.878, 5.300, 0.318], [0.834, 6.322, 0.806], [3.316, 2.039, 3.383], [4.118, -0.382, -2.906], [-5.613, -2.609, 0.007], [4.699, 2.314, -3.078], [4.911, -1.906, -0.114], [3.967, 1.843, -1.996], [2.155, 1.317, 3.146], [5.142, 1.450, -4.072], [3.442, -4.166, 0.348], [5.559, -3.098, 0.150], [-8.002, -1.137, -0.034], [1.989, 0.653, 1.940], [4.843, 0.098, -3.988], [-4.607, -6.587, 2.788], [-0.680, 3.367, -0.528], [-7.997, -2.442, 0.417], [-4.527, -4.399, -2.638], [-3.556, -3.696, -1.940], [3.528, -1.801, -0.185], [-4.503, -5.389, 2.109], [-2.458, -3.350, -4.074], [-3.673, -6.492, 0.208], [4.149, 1.403, 1.215], [-5.666, -1.307, -0.463], [-4.241, -7.756, 2.150], [0.552, 5.226, 0.345], [1.515, 4.168, -0.080], [-4.494, -4.596, -4.002], [-0.835, 4.712, 0.071], [-3.439, -4.067, -4.725], [-2.530, -3.166, -2.700], [-4.044, -5.302, 0.804], [0.731, 3.049, -0.584], [-3.770, -7.712, 0.853], [4.310, 2.078, 2.416], [2.979, 0.694, 0.960], [2.799, -2.968, 0.073], [3.688, 0.480, -1.898], [-6.831, -0.561, -0.487], [-6.814, -3.157, 0.420], [4.819, -4.239, 0.379], [4.924, 1.457, 0.463], [3.881, -1.440, -2.856], [1.367, 1.289, 3.887], [3.587, 2.540, -1.254], [4.909, 3.374, -3.145], [3.437, 2.585, 4.310], [5.168, -0.585, -4.765], [5.208, 2.660, 2.584], [5.707, 1.830, -4.915], [1.073, 0.101, 1.760]],
  "largest_force_ha_per_bohr": 0.006,
  "lumo_ha": 0.1209,
  "charge": -2,
  "e_homo_ev": -1.41
}

***

No. 6
{
  "formula": "ClH18O9",
  "method": "ωB97M-V/def2-TZVPD",
  "elements": ["Cl", "O", "O", "O", "O", "O", "O", "O", "O", "O", "H", "H", "H", "H", "H", "H", "H", "H", "H", "H", "H", "H", "H", "H", "H", "H", "H", "H"],
  "xyz": [[0.055, -0.145, -0.045], [2.085, -1.416, -0.625], [-0.171, -2.629, -0.026], [-0.596, 1.977, -1.186], [-1.987, 0.116, 1.568], [0.007, 2.335, 0.734], [0.190, -0.021, -2.532], [-1.967, 0.144, -1.778], [0.246, -0.176, 2.381], [2.295, 0.628, 0.800], [0.082, -1.709, -0.099], [-1.341, 0.214, 0.868], [0.003, 1.999, -0.440], [0.548, -1.081, 2.456], [-2.064, 0.992, 1.947], [-0.982, -2.696, -0.531], [0.167, -0.027, 1.439], [-0.155, 1.444, 1.044], [1.261, -0.945, -0.499], [-2.840, 0.111, -1.387], [2.198, -1.920, 0.181], [-0.896, 1.069, -1.226], [0.924, 2.502, 0.954], [-1.375, -0.077, -1.059], [2.791, -0.123, 1.125], [-0.728, -0.279, -2.456], [0.639, -0.531, -1.857], [1.612, 0.245, 0.249]],
  "largest_force_ha_per_bohr": 0.140,
  "lumo_ha": 0.1210,
  "charge": -1,
  "e_homo_ev": -5.02
}

***

No. 7
{
  "formula": "C20H26N4O3",
  "method": "ωB97M-V/def2-TZVPD",
  "elements": ["O", "O", "O", "N", "N", "N", "N", "C", "C", "C", "C", "C", "C", "C", "C", "C", "C", "C", "C", "C", "C", "C", "C", "C", "C", "C", "C", "H", "H", "H", "H", "H", "H", "H", "H", "H", "H", "H", "H", "H", "H", "H", "H", "H", "H", "H", "H", "H", "H", "H", "H", "H", "H"],
  "xyz": [[2.490, -0.110, 1.573], [-4.126, -0.358, 1.960], [-6.810, -1.433, -0.972], [0.007, 2.879, -0.112], [-2.819, 0.804, 0.549], [0.657, 1.720, -0.176], [2.924, 0.888, -0.419], [4.972, -3.244, -0.084], [-3.898, 0.041, 0.831], [6.564, -1.463, -0.283], [-2.365, 1.217, -0.756], [0.912, 3.831, -0.225], [4.288, -0.959, 0.249], [-6.002, -1.124, 0.144], [3.165, -0.028, 0.573], [5.590, -0.517, 0.014], [2.192, 3.289, -0.361], [1.988, 1.923, -0.318], [-1.150, 0.383, -1.175], [-7.915, -2.229, -0.637], [5.971, 0.933, 0.103], [3.992, -2.319, 0.221], [-0.031, 0.448, -0.126], [6.262, -2.811, -0.344], [-0.589, 0.164, 1.275], [-1.812, 1.026, 1.570], [-4.834, -0.267, -0.329], [-2.061, 2.267, -0.690], [-6.583, -0.581, 0.903], [4.734, -4.296, -0.112], [-0.875, -0.888, 1.322], [7.036, -3.525, -0.580], [-4.301, -0.810, -1.111], [6.975, 1.028, 0.512], [-8.463, -2.408, -1.560], [-8.568, -1.723, 0.085], [-2.245, 0.757, 2.533], [0.620, 4.861, -0.201], [-7.599, -3.189, -0.207], [-1.539, 2.085, 1.565], [-0.777, 0.738, -2.138], [-3.157, 1.121, -1.496], [-5.225, 0.659, -0.755], [0.193, 0.336, 2.014], [5.285, 1.486, 0.741], [-1.448, -0.662, -1.285], [0.723, -0.309, -0.367], [7.578, -1.133, -0.463], [2.984, -2.637, 0.440], [3.613, 0.981, -1.150], [3.124, 3.806, -0.468], [-5.624, -2.045, 0.611], [5.978, 1.394, -0.886]],
  "largest_force_ha_per_bohr": 0.016,
  "lumo_ha": 0.0204,
  "smiles": "COCCC(=O)N1CCC(n2nccc2NC(=O)c2ccccc2C)CC1",
  "e_homo_ev": -8.76
}

***

No. 8
{
  "formula": "H2N2O2",
  "method": "ωB97M-V/def2-TZVPD",
  "elements": ["O", "O", "N", "N", "H", "H"],
  "xyz": [[8.409, -1.086, -0.853], [9.106, 0.609, 0.986], [8.083, 0.473, 0.235], [-1.143, 0.080, -0.328], [-0.159, -0.086, -0.699], [-0.734, 0.029, 0.686]],
  "largest_force_ha_per_bohr": 0.147,
  "lumo_ha": [0.2402, 0.2404],
  "charge": -2,
  "e_homo_ev": [1.00, 1.00]
}